[1]
ORCA calculation (ωB97M-V/def2-TZVPD) on a molecular structure, C45H40AuN5Sb2Se.

Last column: Mulliken charge in e.
CARTESIAN COORDINATES (ANGSTROEM)
Au1 -0.376 -0.395 0.221  2.747
C1 1.961 1.408 2.915  -1.166
C2 3.360 0.940 2.555  -0.632
C3 3.568 0.855 1.048  -0.846
Sb1 2.194 -0.391 0.022  0.820
C4 2.478 0.027 -2.014  0.654
C5 3.765 -0.101 -2.527  -0.492
C6 3.992 0.130 -3.876  -0.791
C7 2.940 0.478 -4.710  -0.633
C8 1.656 0.603 -4.198  -0.882
C9 1.424 0.378 -2.849  -0.300
C10 3.073 -2.289 0.152  1.035
C11 3.798 -2.685 1.269  -0.598
C12 4.393 -3.941 1.297  -0.729
C13 4.267 -4.793 0.211  -0.673
C14 3.552 -4.392 -0.912  -0.764
C15 2.955 -3.143 -0.943  -0.717
Sb2 0.349 -0.019 2.811  0.482
C16 -1.042 1.537 3.212  0.490
C17 -1.723 2.321 2.289  -0.265
C18 -2.566 3.335 2.724  -0.602
C19 -2.731 3.576 4.081  -0.615
C20 -2.049 2.801 5.007  -0.777
C21 -1.207 1.786 4.573  -0.553
C22 -2.148 -1.560 3.130  1.941
C23 -1.625 -2.780 3.719  -1.086
C24 -2.393 -3.745 4.238  -0.622
C25 -3.860 -3.862 4.227  -0.548
C26 -4.816 -2.941 4.084  -0.975
C27 -3.429 -0.913 3.378  -1.773
H1 1.646 2.272 2.323  0.388
H2 1.894 1.702 3.968  0.631
H3 3.579 -0.019 3.033  0.156
H4 4.095 1.643 2.955  0.453
H5 4.541 0.440 0.781  0.522
H6 3.467 1.835 0.585  0.601
H7 4.597 -0.391 -1.894  0.412
H8 4.992 0.032 -4.276  0.453
H9 3.121 0.654 -5.761  0.417
H10 0.835 0.877 -4.847  0.521
H11 0.416 0.493 -2.463  0.240
H12 3.913 -2.033 2.126  0.283
H13 4.962 -4.247 2.164  0.468
H14 4.739 -5.765 0.232  0.443
H15 3.472 -5.050 -1.767  0.491
H16 2.423 -2.831 -1.836  0.408
H17 -1.608 2.158 1.224  0.340
H18 -3.093 3.941 1.999  0.480
H19 -3.385 4.368 4.416  0.451
H20 -2.171 2.981 6.067  0.444
H21 -0.701 1.185 5.323  0.451
H22 -0.547 -2.904 3.738  0.442
H23 -1.877 -4.605 4.651  0.390
H24 -4.208 -4.881 4.347  0.403
H25 -5.837 -3.306 4.083  0.417
H26 -3.369 0.175 3.405  0.605
C28 -3.361 1.682 -3.663  -0.625
C29 -2.318 2.165 -2.884  -1.114
C30 -2.047 1.587 -1.652  0.145
C31 -2.829 0.535 -1.191  0.114
C32 -3.863 0.035 -1.977  0.111
C33 -4.126 0.616 -3.208  -0.864
N1 -2.476 -0.102 0.039  -0.534
C34 -3.370 -0.438 0.935  -0.569
C35 -4.708 0.068 0.974  -0.390
C36 -5.739 -0.239 1.906  -0.551
C37 -5.803 -0.887 3.117  -1.032
C38 -4.692 -1.441 3.979  0.585
C39 -3.092 -1.423 1.994  -0.052
H27 -3.574 2.129 -4.624  0.456
H28 -1.715 2.992 -3.231  0.490
H29 -1.242 1.971 -1.037  -0.018
H30 -4.437 -0.820 -1.646  0.598
H31 -4.929 0.226 -3.818  0.435
H32 -4.986 0.767 0.198  0.603
H33 -6.697 0.159 1.586  0.413
H34 -6.801 -0.978 3.532  0.478
H35 -4.830 -1.035 4.990  0.540
H36 -3.536 -2.387 1.729  0.606
N2 1.114 3.984 -0.759  -0.188
C40 1.160 2.891 -0.382  0.040
H37 1.105 4.931 -1.086  0.253
Se1 -0.863 -2.642 -3.050  0.229
N3 -0.616 -4.390 -2.848  -0.813
C41 -0.332 -4.598 -1.579  0.516
C42 -0.066 -5.879 -0.986  -0.628
C43 0.211 -5.897 0.334  -0.921
C44 0.230 -4.666 1.091  -0.286
N4 -0.013 -3.486 0.614  0.156
C45 -0.291 -3.442 -0.732  0.204
N5 -0.539 -2.295 -1.327  -0.322
H38 -0.099 -6.771 -1.597  0.516
H39 0.416 -6.822 0.854  0.474
H40 0.468 -4.725 2.149  0.507

As for the spin multiplicity: 3. The value obtained for the HOMO-LUMO gap (alpha / beta) is 6.18 / 6.53 eV. The calculation puts the energy above the lowest of the compared OMol25 structures with the same formula, charge and spin at 280.7 kJ/mol. As for the calculated total energy: -5029.41721 hartree. The highest occupied orbital energy (alpha / beta) is -12.47 / -13.05 eV. As for the net charge: +2.



[2]
ORCA calculation (ωB97M-V/def2-TZVPD) on a molecular structure, C45H41BaBrFN10O6.

Last column: Mulliken charge in e.
CARTESIAN COORDINATES (ANGSTROEM)
Ba1 -0.221 -0.860 0.559  1.307
N1 -1.435 -1.735 -3.744  0.229
C1 -1.219 -0.700 -2.898  -1.077
N2 -1.736 -0.559 -1.735  -0.323
C2 -2.566 -1.590 -1.225  0.348
N3 -3.165 -1.550 -0.082  -0.364
N4 -2.914 -0.564 0.818  0.376
C3 -3.892 -0.538 1.760  -1.043
C4 -3.916 0.188 2.908  0.484
C5 -5.097 0.238 3.738  -0.910
C6 -5.272 1.205 4.654  -0.443
C7 -4.232 2.211 4.804  -0.903
C8 -3.056 2.072 4.181  -0.355
N5 -2.792 0.980 3.334  0.776
C9 -2.831 -2.761 -2.094  0.539
C10 -3.631 -3.830 -1.704  -0.281
C11 -3.845 -4.908 -2.549  -0.857
C12 -3.253 -4.939 -3.805  -0.451
C13 -2.447 -3.888 -4.211  -0.868
C14 -2.242 -2.813 -3.358  -0.132
H1 -0.929 -1.773 -4.611  0.262
H2 -0.565 0.075 -3.287  0.980
H3 -4.758 -1.173 1.575  0.238
H4 -5.864 -0.508 3.558  0.331
H5 -6.168 1.251 5.258  0.393
H6 -4.384 3.076 5.436  0.425
H7 -2.233 2.759 4.334  0.514
H8 -4.074 -3.795 -0.719  0.447
H9 -4.469 -5.730 -2.224  0.405
H10 -3.410 -5.782 -4.465  0.382
H11 -1.971 -3.897 -5.185  0.386
O1 3.939 -0.050 -0.066  -0.497
C15 4.279 1.030 -0.797  0.238
C16 5.543 1.064 -1.388  -0.630
C17 5.936 2.153 -2.145  -0.365
C18 5.075 3.228 -2.324  -0.862
C19 3.819 3.195 -1.732  -0.702
C20 3.397 2.114 -0.967  0.215
C21 2.031 2.124 -0.272  0.044
O2 1.631 0.874 0.112  0.167
N6 1.046 2.723 -1.195  0.488
N7 -0.039 3.214 -0.561  -0.694
C22 -1.198 3.285 -1.107  -0.783
C23 -1.624 2.829 -2.440  0.227
Br1 -3.460 2.325 -2.435  -0.151
C24 -0.851 2.763 -3.530  -0.608
C25 -1.104 2.217 -4.876  0.664
C26 -0.024 1.605 -5.520  -0.390
C27 -0.170 1.024 -6.769  -0.694
C28 -1.399 1.064 -7.413  -0.457
C29 -2.470 1.697 -6.799  -0.706
C30 -2.328 2.270 -5.543  -0.321
H12 2.945 0.099 0.105  0.162
H13 6.197 0.214 -1.241  0.419
H14 6.919 2.161 -2.600  0.367
H15 5.377 4.084 -2.914  0.401
H16 3.138 4.028 -1.858  0.366
H17 2.070 2.835 0.569  0.127
H18 0.840 2.051 -1.934  0.093
H19 -1.977 3.701 -0.477  0.406
H20 0.156 3.142 -3.396  0.801
H21 0.940 1.580 -5.024  0.456
H22 0.679 0.547 -7.243  0.399
H23 -1.519 0.614 -8.390  0.401
H24 -3.428 1.748 -7.300  0.396
H25 -3.170 2.765 -5.085  0.431
C31 -0.433 4.869 3.335  -1.109
N8 -0.260 3.537 3.886  0.215
C32 0.989 3.444 4.616  -0.847
C33 -0.337 2.556 2.800  -0.775
C34 -0.338 1.111 3.233  0.934
C35 0.888 0.448 3.343  -0.055
C36 0.975 -0.908 3.610  -0.667
C37 -0.203 -1.638 3.748  -0.577
C38 -1.429 -1.006 3.646  -0.302
C39 -1.524 0.375 3.416  -0.176
H26 0.342 5.117 2.589  0.290
H27 -0.390 5.607 4.137  0.399
H28 -1.406 4.942 2.846  0.301
H29 1.002 4.194 5.408  0.345
H30 1.867 3.614 3.966  0.252
H31 1.087 2.462 5.074  0.299
H32 0.500 2.698 2.101  -0.542
H33 -1.252 2.753 2.234  0.649
H34 1.793 1.015 3.155  0.251
H35 1.937 -1.400 3.673  0.191
H36 -0.162 -2.707 3.913  0.268
H37 -2.347 -1.573 3.735  0.395
F1 4.506 -2.823 4.287  -0.392
C40 4.179 -3.717 3.339  0.361
C41 3.856 -3.325 2.103  -0.114
N9 3.538 -4.214 1.107  0.121
C42 3.008 -3.694 -0.145  -1.302
C43 1.560 -3.213 -0.020  0.834
O3 1.048 -2.747 -1.062  -0.760
O4 1.032 -3.184 1.123  -0.735
C44 3.459 -5.566 1.354  0.515
O5 3.123 -6.388 0.528  -0.651
N10 3.825 -5.932 2.640  -0.070
C45 4.181 -5.120 3.712  0.264
O6 4.456 -5.582 4.799  -0.647
H38 3.847 -2.280 1.824  0.629
H39 3.093 -4.453 -0.916  0.398
H40 3.603 -2.826 -0.435  0.366
H41 3.776 -6.923 2.829  0.219

As for the spin multiplicity: 1. The value obtained for the HOMO-LUMO gap is 5.24 eV. The calculation puts the energy above the lowest of the compared OMol25 structures with the same formula, charge and spin at 66.8 kJ/mol. As for the calculated total energy: -5437.97226 hartree. The highest occupied orbital energy is -3.30 eV. As for the net charge: -1.



[3]
ORCA calculation (ωB97M-V/def2-TZVPD) on a molecular structure, C45H42AsN8OPPd.

Last column: Mulliken charge in e.
CARTESIAN COORDINATES (ANGSTROEM)
Pd1 -2.763 -0.736 0.252  0.288
N1 -2.315 2.906 2.497  0.054
C1 -2.369 1.593 2.164  -0.504
N2 -2.747 1.169 1.017  -0.147
C2 -3.135 2.094 -0.004  -0.397
N3 -3.464 1.605 -1.165  -1.625
N4 -3.350 0.320 -1.274  1.708
C3 -3.708 -0.419 -2.395  -1.164
C4 -3.525 -1.767 -2.280  0.905
C5 -3.755 -2.759 -3.299  -1.422
C6 -3.526 -4.070 -3.055  -0.260
C7 -3.044 -4.502 -1.778  -1.050
C8 -2.815 -3.540 -0.838  -0.246
N5 -3.034 -2.228 -1.039  0.347
C9 -3.031 3.507 0.276  1.245
C10 -3.296 4.499 -0.671  -0.305
C11 -3.154 5.841 -0.353  -0.822
C12 -2.734 6.224 0.911  -0.518
C13 -2.452 5.251 1.864  -0.852
C14 -2.603 3.914 1.547  0.054
H1 -1.976 3.165 3.407  0.264
H2 -2.068 0.874 2.918  0.470
H3 -4.037 0.106 -3.280  0.334
H4 -4.110 -2.424 -4.266  0.474
H5 -3.699 -4.799 -3.837  0.395
H6 -2.834 -5.540 -1.568  0.423
H7 -2.417 -3.790 0.141  0.251
H8 -3.613 4.189 -1.658  0.461
H9 -3.371 6.594 -1.100  0.424
H10 -2.618 7.271 1.157  0.414
H11 -2.115 5.532 2.856  0.372
C15 -1.479 -3.655 4.875  -0.929
N6 -2.514 -3.319 3.907  0.188
C16 -3.714 -3.942 3.897  -0.078
C17 -4.661 -3.632 2.993  -1.318
C18 -4.336 -2.636 2.019  0.956
N7 -3.155 -2.016 2.026  0.484
C19 -2.205 -2.323 2.967  -0.261
O1 -1.122 -1.770 3.035  -0.539
N8 -5.239 -2.315 1.093  -0.259
H12 -1.903 -4.313 5.631  0.323
H13 -1.105 -2.748 5.343  0.300
H14 -0.643 -4.150 4.383  0.280
H15 -3.862 -4.695 4.660  0.332
H16 -5.619 -4.126 2.991  0.410
H17 -6.066 -2.876 0.997  0.217
H18 -4.950 -1.728 0.316  0.150
C20 1.584 -0.088 0.933  -1.341
C21 2.895 -0.073 0.154  -0.750
As1 4.352 0.727 1.220  0.236
C22 3.983 2.633 0.978  -0.113
C23 2.988 3.143 0.150  0.535
C24 2.783 4.513 0.047  -0.780
C25 3.578 5.394 0.766  -0.475
C26 4.578 4.896 1.592  -0.658
C27 4.769 3.526 1.702  -0.396
C28 5.756 0.543 -0.129  0.236
C29 6.806 -0.333 0.132  -0.399
C30 7.807 -0.537 -0.810  -0.557
C31 7.767 0.139 -2.020  -0.393
C32 6.726 1.018 -2.287  -0.704
C33 5.727 1.218 -1.346  -0.035
P1 0.094 -0.799 0.086  0.984
C34 -0.033 0.233 -1.421  1.068
C35 -0.006 1.623 -1.288  -1.062
C36 -0.268 2.452 -2.366  -0.758
C37 -0.577 1.904 -3.604  -0.957
C38 -0.639 0.527 -3.742  -1.032
C39 -0.378 -0.302 -2.661  -0.564
C40 0.778 -2.397 -0.479  0.499
C41 0.506 -3.494 0.338  -0.672
C42 1.006 -4.751 0.032  -0.492
C43 1.780 -4.929 -1.105  -0.660
C44 2.065 -3.844 -1.923  -0.729
C45 1.575 -2.585 -1.608  -0.379
H19 1.314 0.919 1.266  0.742
H20 1.693 -0.676 1.849  0.673
H21 2.788 0.433 -0.808  0.234
H22 3.221 -1.092 -0.063  0.760
H23 2.361 2.484 -0.434  0.137
H24 2.000 4.888 -0.601  0.464
H25 3.421 6.462 0.685  0.397
H26 5.204 5.574 2.157  0.375
H27 5.543 3.149 2.362  0.375
H28 6.845 -0.859 1.079  0.343
H29 8.619 -1.221 -0.596  0.370
H30 8.547 -0.015 -2.755  0.373
H31 6.694 1.549 -3.230  0.377
H32 4.921 1.912 -1.557  0.336
H33 0.189 2.076 -0.322  0.798
H34 -0.259 3.527 -2.230  0.433
H35 -0.791 2.548 -4.447  0.384
H36 -0.914 0.088 -4.694  0.441
H37 -0.486 -1.373 -2.778  0.531
H38 -0.102 -3.342 1.223  0.265
H39 0.787 -5.594 0.677  0.418
H40 2.161 -5.911 -1.355  0.387
H41 2.676 -3.978 -2.807  0.432
H42 1.817 -1.742 -2.242  0.473

As for the spin multiplicity: 1. The value obtained for the HOMO-LUMO gap is 4.92 eV. The calculation puts the energy above the lowest of the compared OMol25 structures with the same formula, charge and spin at 31.1 kJ/mol. As for the calculated total energy: -4958.30599 hartree. The highest occupied orbital energy is -4.63 eV.



[4]
ORCA calculation (ωB97M-V/def2-TZVPD) on a molecular structure, C45H42BBaN10O2S4Se2 at a distorted geometry.

Last column: Mulliken charge in e.
CARTESIAN COORDINATES (ANGSTROEM)
Ba1 0.710 -0.055 -0.111  -0.214
C1 0.451 2.348 5.314  -1.398
C2 0.873 1.297 4.342  0.852
C3 1.781 0.274 4.525  -1.465
C4 1.795 -0.421 3.309  -0.558
N1 0.958 0.130 2.452  2.691
N2 0.385 1.196 3.085  -0.069
B1 -0.609 2.169 2.376  -2.951
N3 -1.865 1.421 1.840  -0.217
N4 -1.847 0.560 0.785  2.319
C5 -3.089 0.119 0.637  -0.622
C6 -3.937 0.700 1.591  -1.429
C7 -3.120 1.520 2.336  0.433
C8 -3.478 2.374 3.506  -1.460
C9 -3.446 -0.883 -0.391  1.148
C10 -2.643 -1.153 -1.496  1.347
C11 -3.038 -2.072 -2.458  -0.614
C12 -4.241 -2.747 -2.327  -0.834
C13 -5.038 -2.507 -1.217  -1.008
C14 -4.644 -1.585 -0.262  -0.707
N5 0.089 3.027 1.265  0.306
N6 0.555 2.523 0.087  1.902
C15 1.080 3.538 -0.592  -0.749
C16 0.964 4.722 0.153  -1.685
C17 0.332 4.355 1.319  0.614
C18 -0.036 5.220 2.478  -1.311
C19 1.741 3.392 -1.915  1.303
C20 2.138 2.165 -2.450  0.882
C21 2.831 2.090 -3.645  -1.252
C22 3.119 3.248 -4.357  -0.327
C23 2.700 4.473 -3.860  -0.955
C24 2.022 4.541 -2.650  -0.556
C25 2.574 -1.624 2.959  0.139
C26 3.926 -1.722 3.271  -0.654
C27 4.634 -2.864 2.930  -0.631
C28 4.000 -3.916 2.279  -0.674
C29 2.648 -3.826 1.974  -0.874
C30 1.936 -2.685 2.320  0.543
H1 0.918 2.145 6.277  0.415
H2 -0.629 2.366 5.457  0.152
H3 0.754 3.345 4.997  0.119
H4 2.339 0.046 5.416  0.583
H5 -0.991 2.939 3.205  -0.106
H6 -4.994 0.552 1.728  0.582
H7 -4.544 2.271 3.708  0.444
H8 -3.262 3.427 3.328  0.189
H9 -2.933 2.078 4.404  0.177
H10 -1.683 -0.666 -1.641  -0.393
H11 -2.387 -2.271 -3.297  0.283
H12 -4.539 -3.478 -3.068  0.391
H13 -5.965 -3.052 -1.084  0.387
H14 -5.260 -1.425 0.614  0.338
H15 1.313 5.707 -0.098  0.509
H16 0.276 6.243 2.268  0.389
H17 0.453 4.899 3.397  0.130
H18 -1.110 5.221 2.665  0.184
H19 1.927 1.240 -1.944  -0.101
H20 3.148 1.120 -4.005  0.405
H21 3.668 3.193 -5.289  0.413
H22 2.911 5.385 -4.407  0.372
H23 1.708 5.504 -2.272  0.326
H24 4.430 -0.877 3.722  0.383
H25 5.695 -2.919 3.138  0.446
H26 4.564 -4.794 1.994  0.416
H27 2.145 -4.636 1.460  0.495
H28 0.872 -2.617 2.117  0.594
O1 7.573 -3.060 0.524  -0.690
C31 6.552 -2.481 0.242  0.660
S1 6.156 -0.851 0.800  -0.157
C32 4.551 -0.718 0.106  0.046
C33 4.163 -1.795 -0.627  0.010
S2 2.766 -1.783 -1.677  -0.240
S3 5.270 -3.152 -0.757  -0.199
S4 3.707 0.765 0.427  -0.089
Se1 -1.414 -4.453 -0.175  -0.364
Se2 0.908 -3.133 -0.750  0.363
C34 0.247 -3.007 -2.564  0.437
C35 -0.154 -4.130 -3.283  -0.800
C36 -0.507 -3.965 -4.606  -0.621
C37 -0.439 -2.699 -5.176  -0.855
C38 -0.036 -1.645 -4.378  -0.243
N7 0.282 -1.788 -3.091  0.930
C39 -1.817 -3.491 1.415  -0.272
C40 -2.909 -3.903 2.200  -0.730
C41 -3.227 -3.203 3.339  -0.630
C42 -2.447 -2.106 3.701  -0.982
C43 -1.387 -1.782 2.881  0.075
N8 -1.073 -2.440 1.762  0.550
H29 -0.167 -5.101 -2.808  0.518
H30 -0.819 -4.818 -5.195  0.407
H31 -0.689 -2.534 -6.215  0.459
H32 0.018 -0.640 -4.767  0.021
H33 -3.487 -4.763 1.890  0.450
H34 -4.072 -3.507 3.948  0.372
H35 -2.648 -1.524 4.589  0.545
H36 -0.746 -0.937 3.120  0.121
C44 -0.282 1.893 -5.433  -0.770
N9 -1.567 1.647 -4.818  -0.204
C45 -1.685 1.545 -3.460  0.319
N10 -2.978 1.577 -2.985  -0.522
O2 -0.728 1.483 -2.711  -0.022
H37 -0.112 1.225 -6.280  0.372
H38 0.488 1.719 -4.684  0.075
H39 -0.188 2.926 -5.774  0.305
H40 -2.401 1.883 -5.333  0.205
H41 -3.693 1.171 -3.570  0.295
H42 -3.041 1.286 -2.018  0.063

As for the spin multiplicity: 1. The value obtained for the HOMO-LUMO gap is 5.69 eV. The calculation puts the energy above the lowest of the compared OMol25 structures with the same formula, charge and spin at 83.8 kJ/mol. As for the calculated total energy: -8884.39510 hartree. The highest occupied orbital energy is -3.71 eV. As for the net charge: -1.